# 1
Molecular formula: C6H14N3
Method: DFT, wB97M-V/def2-TZVPD

Structure (XYZ):
```
23
C6H14N3 (wB97M-V/def2-TZVPD)
C -0.224 -1.044 -1.365
C 0.053 -0.222 -0.349
C 0.819 -2.135 -1.293
C 1.412 -0.267 1.775
C -1.038 1.879 -1.192
C -1.523 1.152 1.091
N 1.561 -1.892 -0.120
N 1.155 -0.702 0.435
N -0.517 1.107 -0.039
H -0.766 -0.938 -2.324
H 0.292 -3.001 -1.315
H 1.458 -2.086 -2.113
H 2.522 -0.745 1.893
H 1.373 0.906 1.718
H 0.699 -0.608 2.477
H -2.095 1.841 -1.345
H -0.869 2.874 -0.922
H -0.674 1.460 -2.157
H -2.574 1.519 0.868
H -1.717 0.154 1.580
H -1.104 1.814 1.848
H 1.385 -2.725 0.610
H 0.373 1.657 0.238
```

Properties
frontier orbital gap = 7.7465 eV
SMILES string = CN1NCC=C1[NH+](C)C
total charge = +1
calculated total energy = -400.87918 a.u.
LUMO energy = -3.2 eV
energy above the lowest of the compared OMol25 structures with the same formula, charge and spin = 449.26 kJ/mol


# 2
Molecular formula: C19H62N2O12
Method: DFT, wB97M-V/def2-TZVPD

Structure (XYZ):
```
95
C19H62N2O12 (wB97M-V/def2-TZVPD)
C 2.515 -2.967 -0.004
C 1.311 -3.850 0.270
O 0.181 -3.275 -0.244
H 3.514 -3.434 0.170
H 2.347 -2.149 0.592
H 2.594 -2.660 -1.038
H 1.052 -3.969 1.339
H 1.507 -4.880 0.029
H -0.624 -3.550 0.235
C 0.314 -0.082 -0.920
C 0.652 1.325 -0.748
O -0.184 1.802 0.280
H 0.563 -0.432 -1.876
H -0.780 -0.110 -0.872
H 0.615 -0.762 -0.159
H 0.488 1.911 -1.604
H 1.709 1.546 -0.396
H 0.255 2.495 0.725
C -0.937 -0.918 2.345
C -0.023 -1.801 3.127
O -0.528 -3.160 3.183
H -1.095 -1.571 1.517
H -0.281 -0.116 1.926
H -1.803 -0.439 2.795
H 0.179 -1.348 4.080
H 0.967 -1.828 2.603
H 0.081 -3.749 3.703
C -0.356 1.887 4.085
C -0.670 2.565 5.325
O -0.001 3.761 5.382
H -0.503 2.483 3.262
H -0.975 1.079 3.896
H 0.498 1.249 3.963
H -0.244 2.018 6.203
H -1.730 2.750 5.326
H -0.180 4.247 6.251
C 1.186 -3.352 -5.298
C 1.014 -2.462 -4.092
O 0.457 -3.270 -3.074
H 1.684 -2.744 -6.057
H 0.241 -3.716 -5.774
H 1.878 -4.168 -5.050
H 0.293 -1.681 -4.233
H 2.056 -2.164 -3.937
H 0.385 -2.682 -2.334
C -0.600 4.686 2.016
C 0.785 4.660 1.338
O 1.532 3.509 1.701
H -0.973 5.695 1.718
H -0.662 4.729 3.070
H -1.242 3.942 1.587
H 1.364 5.556 1.601
H 0.730 4.665 0.223
H 1.688 3.590 2.660
C -4.907 1.192 -0.638
C -3.338 1.577 -0.715
O -2.812 0.972 0.534
H -5.374 1.152 -1.609
H -5.397 1.893 0.075
H -4.941 0.198 -0.281
H -3.268 2.692 -0.698
H -2.823 1.344 -1.648
H -1.867 1.100 0.318
C -4.501 -2.670 -0.591
O -5.663 -2.171 -0.039
N -3.394 -2.079 -0.366
N -4.476 -3.723 -1.342
H -3.540 -1.185 0.145
H -2.831 -1.903 -1.243
H -5.400 -4.190 -1.515
H -3.582 -3.954 -1.852
C 4.439 2.717 -0.697
O 5.232 2.693 0.383
H 5.005 3.057 -1.560
H 3.562 3.261 -0.493
H 4.185 1.696 -0.869
H 5.993 2.211 0.048
C -3.029 -1.215 -3.591
O -2.031 -1.718 -2.734
H -2.750 -1.252 -4.646
H -3.364 -0.186 -3.358
H -3.930 -1.851 -3.657
H -1.808 -2.592 -2.922
C 2.782 0.509 -3.570
O 3.265 0.077 -2.292
H 1.798 0.096 -3.919
H 3.301 0.016 -4.378
H 2.799 1.594 -3.805
H 3.432 -0.863 -2.301
C 2.761 0.440 2.169
O 3.141 -0.103 3.407
H 1.911 1.161 2.280
H 2.276 -0.255 1.503
H 3.689 0.796 1.601
H 3.178 0.583 4.097
```

Properties
frontier orbital gap = 8.8813 eV
SMILES string = NC(N)=O.CCO.CCO.CCO.CCO.CCO.CCO.CCO.CO.CO.CO.CO
total charge = 0
calculated total energy = -1773.21912 a.u.
LUMO energy = 0.4 eV
energy above the lowest of the compared OMol25 structures with the same formula, charge and spin = 662.61 kJ/mol


# 3
Molecular formula: C2H6N2S
Method: DFT, wB97M-V/def2-TZVPD

Structure (XYZ):
```
11
C2H6N2S (wB97M-V/def2-TZVPD)
C 0.614 -0.122 -1.100
C 0.354 0.377 0.702
N -0.417 -0.369 -0.189
N -1.719 0.143 -0.310
S 1.360 -0.502 1.911
H 1.044 0.816 -1.463
H 1.424 -0.858 -0.904
H 0.633 1.444 0.795
H -2.232 -0.430 -0.935
H -1.698 1.077 -0.643
H 0.636 -1.575 2.136
```

Properties
frontier orbital gap = 9.0803 eV
SMILES string = NN1C[C@@H]1S
total charge = 0
calculated total energy = -587.34073 a.u.
LUMO energy = 0.9 eV
energy above the lowest of the compared OMol25 structures with the same formula, charge and spin = 428.71 kJ/mol


# 4
Molecular formula: C24H43Cl2DyN4O4SSi
Method: DFT, wB97M-V/def2-TZVPD

Structure (XYZ):
```
80
C24H43Cl2DyN4O4SSi (wB97M-V/def2-TZVPD)
C -2.155 2.890 -2.969
C -3.324 2.062 -2.556
H -1.831 2.632 -3.985
H -1.319 2.758 -2.273
H -2.447 3.953 -2.979
C -4.338 1.782 -3.396
C -4.346 2.113 -4.848
H -5.273 1.364 -3.016
H -3.435 1.786 -5.368
H -4.466 3.192 -5.023
H -5.195 1.614 -5.328
Dy 2.162 0.946 0.879
Cl 0.309 2.520 1.493
C 0.852 -0.097 3.635
O 1.515 -0.359 2.586
N 0.205 -1.018 4.330
C 0.183 -2.417 3.893
C -0.724 -0.609 5.379
H 0.758 0.935 4.008
H 1.170 -2.711 3.520
H -0.568 -2.575 3.100
H -0.094 -3.010 4.772
H -0.330 0.285 5.871
H -0.824 -1.428 6.098
H -1.718 -0.368 4.971
H 6.117 -2.215 2.326
H 7.136 0.195 4.486
C 6.424 -1.312 1.780
C 7.348 0.352 3.418
N 6.235 -0.121 2.602
H 5.835 -1.229 0.864
C 5.088 0.545 2.593
O 4.114 0.262 1.851
H 7.488 1.426 3.250
H 5.050 1.411 3.273
H 7.489 -1.392 1.547
H 8.249 -0.201 3.138
H 4.702 0.277 -4.462
H 1.378 -0.393 -3.411
C 4.524 -0.732 -4.063
C 2.128 -1.192 -3.456
N 3.460 -0.726 -3.066
H 5.457 -1.095 -3.619
C 3.673 -0.194 -1.875
O 2.754 -0.050 -1.011
H 1.793 -2.019 -2.816
H 4.701 0.152 -1.669
H 4.220 -1.389 -4.881
H 2.218 -1.557 -4.483
O -2.119 1.062 -0.680
C -3.357 1.666 -1.077
C -4.966 -0.292 -1.371
C -4.586 0.851 -0.671
H -4.448 -0.552 -2.300
C -6.038 -1.079 -0.914
H -3.373 2.622 -0.524
C -5.331 1.270 0.442
H -6.297 -1.994 -1.454
C -6.761 -0.675 0.210
C -6.420 0.511 0.874
H -5.040 2.201 0.932
H -7.595 -1.284 0.563
H -7.002 0.855 1.730
Si -1.754 -0.660 -0.806
Cl -1.324 -0.468 -2.837
C -2.662 -2.334 -1.138
C -2.496 -0.905 1.037
C -0.046 -0.903 -0.014
H -3.608 -2.461 -0.601
H -1.966 -3.114 -0.797
H -2.854 -2.518 -2.203
H 0.770 -0.870 -0.750
H 0.029 -1.849 0.534
H 0.023 -0.084 0.733
H -3.592 -0.899 1.020
H -2.169 -0.067 1.665
H -2.164 -1.845 1.497
S 3.673 3.128 -0.167
C 5.063 2.899 0.670
N 6.063 2.743 1.288
```

Properties
frontier orbital gap (alpha / beta) = 6.2606 / 6.2595 eV
2S+1 = 6
total charge = 0
calculated total energy = -3953.56134 a.u.
LUMO energy (alpha / beta) = -0.2 / -0.2 eV


F_max list, top to bottom, in eV Å⁻¹: 6.12, 9.93, 3.97, 4.26